No. 1
C3H9NO as an isolated structure at a distorted geometry, computed with ωB97M-V with the def2-TZVPD basis set.

Geometry as XYZ:
```
14
Properties=species:S:1:pos:R:3:forces:R:3:nbo_charge:R:1
C 1.183213 -0.413066 -0.264725 -3.223 0.323 -1.733 0.36
C -0.737716 -0.508596 -0.491029 1.229 1.679 -0.825 -0.61
C -1.408487 0.491726 0.439426 0.120 -0.003 0.023 -0.63
N 1.680346 0.833324 0.008426 0.390 0.502 0.392 -0.83
O 1.282330 -1.287696 0.764420 -2.791 -2.027 -0.368 -0.75
H 0.281947 -1.610825 0.402833 3.564 -0.038 2.319 0.52
H 1.476392 -0.771142 -1.253429 0.234 -0.021 0.032 0.14
H 1.511901 1.562049 -0.669851 0.120 -0.116 0.130 0.39
H 1.594761 1.105864 0.979283 -0.198 0.119 -0.221 0.39
H -0.861881 -0.212626 -1.537416 -0.088 0.068 0.020 0.20
H -1.263401 -1.474291 -0.436207 0.569 -0.328 0.251 0.20
H -1.275798 0.204111 1.487571 -0.047 0.028 -0.058 0.20
H -2.483003 0.587919 0.249094 0.109 -0.077 0.048 0.21
H -0.980604 1.493248 0.321604 0.011 -0.109 -0.009 0.20
```
Forces are in eV/Å.

The value obtained for the highest occupied orbital energy is -8.35 eV. The calculation puts the total energy at -6792.0971 eV. The value obtained for the energy above the lowest of the compared OMol25 structures with the same formula, charge and spin is 285.5 kJ/mol. The spin multiplicity is 1. As for the LUMO energy: 0.9873 eV. For the frontier orbital gap, the calculation gives 9.3 eV.


No. 2
C21H28Cl3CoNO3PS2 as an isolated structure at a distorted geometry, computed with ωB97M-V with the def2-TZVPD basis set.

Geometry as XYZ:
```
60
Properties=species:S:1:pos:R:3:forces:R:3:nbo_charge:R:1
Co -1.055971 -0.197189 -0.502157 1.014 -1.075 0.124 1.08
Cl -4.219424 -4.487773 4.267482 0.043 0.051 -0.080 0.01
C -3.574220 -3.669202 2.873769 -0.040 -0.058 0.070 -0.05
C -2.764127 -2.562313 3.047627 -0.022 -0.019 -0.027 -0.23
C -2.275543 -1.949498 1.911739 0.036 0.209 0.171 -0.11
Cl -1.249811 -0.539753 2.016740 0.123 -0.293 -0.048 0.08
C -2.538108 -2.368709 0.611709 0.058 0.148 -0.299 0.35
O -2.024802 -1.772502 -0.442812 -0.488 -0.188 0.104 -0.81
C -3.372148 -3.489761 0.496445 -0.069 -0.087 -0.058 -0.09
Cl -3.760707 -4.066518 -1.091309 0.024 0.024 0.088 0.02
C -3.883337 -4.136641 1.604943 0.012 -0.004 -0.004 -0.23
H -2.520186 -2.194733 4.032996 -0.003 0.016 0.019 0.24
H -4.518437 -5.001111 1.478229 -0.009 -0.005 0.009 0.24
C 0.282720 -0.001393 -3.082160 -0.023 0.051 -0.170 -0.45
N -1.069991 -0.156377 -2.503320 -0.105 -0.184 0.129 -0.39
C -1.620837 -1.442963 -3.002300 0.079 0.086 -0.286 -0.42
C -1.936118 0.964580 -2.973511 0.032 0.074 -0.148 -0.23
C -2.595421 1.630467 -1.817546 -0.208 0.188 0.192 -0.13
C -3.532248 2.650255 -1.977378 0.110 -0.129 -0.113 -0.19
C -4.082122 3.267384 -0.871069 -0.037 0.046 0.077 -0.21
C -3.694624 2.874927 0.403777 0.030 -0.036 0.018 -0.20
C -2.765502 1.857728 0.578843 -0.096 0.192 -0.443 -0.29
C -2.220174 1.232266 -0.543868 -0.223 0.370 0.237 -0.01
H 0.195042 -0.000070 -4.173106 0.021 -0.005 -0.004 0.19
H 0.919583 -0.822467 -2.764063 -0.069 0.039 -0.033 0.26
H 0.723950 0.931231 -2.743700 -0.025 0.028 -0.032 0.23
H -1.640821 -1.406255 -4.095383 0.032 -0.021 0.009 0.19
H -2.616825 -1.602684 -2.612444 -0.091 0.027 -0.011 0.24
H -0.985663 -2.259852 -2.674903 0.026 -0.021 0.018 0.23
H -2.666209 0.582740 -3.691743 0.017 -0.012 0.043 0.22
H -1.311945 1.683217 -3.509213 0.005 -0.029 0.023 0.22
H -3.824415 2.957964 -2.975238 -0.009 0.002 -0.005 0.21
H -4.810010 4.057499 -0.998739 -0.006 0.005 0.004 0.22
H -4.118130 3.360872 1.273274 -0.007 0.011 0.002 0.22
H -2.479794 1.579537 1.575089 0.018 -0.011 0.137 0.22
C 3.420558 2.953998 0.125924 0.002 0.038 0.029 -0.64
C 4.271181 2.097350 -0.787284 0.104 -0.111 0.012 0.12
C 5.631385 1.777312 -0.197912 0.016 0.058 0.037 -0.63
O 3.644333 0.853215 -1.195486 -0.200 0.006 -0.270 -0.85
P 2.718971 -0.172227 -0.422538 -0.088 -0.022 0.277 1.74
S 2.624834 -1.846606 -1.359654 0.041 -0.408 -0.114 -0.62
S 0.937399 0.766959 -0.002604 -0.187 0.971 0.164 -0.71
O 3.481252 -0.227190 0.974048 0.096 0.171 0.237 -0.86
C 3.098014 -0.795783 2.257459 0.110 0.007 -0.209 0.13
C 2.489938 0.284223 3.129042 -0.003 -0.015 0.027 -0.63
C 2.223859 -2.024717 2.124886 -0.044 -0.030 0.005 -0.65
H 3.962816 3.881004 0.319099 -0.008 0.018 0.008 0.22
H 3.236114 2.459175 1.078879 0.022 -0.011 0.016 0.22
H 2.459138 3.196134 -0.320842 0.008 0.010 -0.033 0.23
H 4.405541 2.616917 -1.738869 -0.009 -0.015 0.038 0.19
H 5.522825 1.257298 0.752399 -0.009 -0.008 0.017 0.22
H 6.186338 2.701882 -0.030513 0.006 0.005 -0.007 0.21
H 6.202600 1.146054 -0.876441 0.000 -0.011 -0.023 0.22
H 4.064265 -1.081698 2.678469 -0.038 -0.060 0.005 0.19
H 1.535230 0.614240 2.727414 -0.051 0.018 -0.012 0.22
H 3.154539 1.145404 3.196647 0.025 -0.001 0.008 0.21
H 2.333898 -0.111455 4.133719 0.003 0.010 0.022 0.21
H 1.267384 -1.780747 1.661614 0.025 0.010 0.030 0.22
H 2.032229 -2.419767 3.123769 -0.011 -0.029 0.007 0.21
H 2.701712 -2.793855 1.522075 0.038 0.006 0.013 0.24
```
Forces are in eV/Å.

The value obtained for the highest occupied orbital energy (alpha / beta) is -8.15 / -8.24 eV. The calculation puts the total energy at -136019.4348 eV. The spin multiplicity is 1. As for the LUMO energy (alpha / beta): -0.6235 / -0.7214 eV. For the frontier orbital gap (alpha / beta), the calculation gives 7.5 / 7.5 eV.


No. 3
C52H94ClMg2N12O6 as an isolated structure at a distorted geometry, computed with ωB97M-V with the def2-TZVPD basis set.

Geometry as XYZ:
```
167
Properties=species:S:1:pos:R:3:forces:R:3:lowdin_charge:R:1
Mg -1.422813 -0.321681 -0.987273 0.886 0.510 -0.723 0.40
Mg 3.529687 2.907839 -4.394603 0.848 -1.349 2.739 1.08
Cl 6.314307 2.562749 -2.176023 3.720 0.014 -0.002 0.62
O 7.202617 3.520029 -2.696243 0.856 1.405 -1.023 -0.32
O 4.988867 2.988169 -2.607353 -3.335 0.289 -0.795 -0.47
O 6.604867 1.299619 -2.760103 -0.792 -1.071 -0.019 -0.33
O 6.507227 2.554539 -0.763333 -1.750 -0.480 0.327 -0.30
C -3.008773 1.262489 -4.441473 -0.930 1.543 -0.095 -0.07
C -1.775573 0.431149 -4.278973 -1.566 -1.916 1.953 -0.60
C -0.598003 1.079399 -4.890253 1.403 0.619 -0.076 -0.06
O -1.600463 0.117079 -2.913393 0.345 0.247 -0.799 -0.33
H -3.398223 1.305429 -5.458613 0.336 0.186 -0.357 0.08
H -2.771153 2.271729 -4.105223 -0.156 0.370 -0.099 0.05
H -3.889643 0.986789 -3.861693 0.317 -0.646 0.387 0.06
H -2.066813 -0.428971 -4.881853 0.528 -1.061 -0.041 0.12
H 0.348317 0.605549 -4.629433 -0.151 -0.298 0.308 0.05
H -0.566293 2.070509 -4.437693 0.278 0.371 -0.331 0.04
H -0.569843 1.121039 -5.979083 -0.498 0.282 -0.113 0.09
C 1.392257 1.122829 -0.031443 -1.050 -0.707 -0.835 -0.29
O 0.381557 0.322559 -0.586683 0.555 0.406 0.519 -0.43
H 1.050807 2.073439 0.378267 -0.498 0.398 0.353 0.04
H 1.974297 0.648619 0.758777 0.068 -0.391 0.397 0.05
H 2.129277 1.433709 -0.771883 0.429 -0.023 -0.503 0.05
C -5.460333 -0.101791 1.828817 0.597 0.698 1.249 -0.10
C -4.846263 -0.738061 3.114017 -0.217 0.929 -0.932 -0.22
C -3.785123 -1.804701 2.825777 -0.867 -0.529 0.274 -0.16
C -2.743893 -1.447171 1.885027 0.019 0.651 -0.253 -0.16
N -1.958763 -1.105811 1.122067 -0.091 -0.063 0.086 0.19
H -5.929533 -0.783201 1.119137 0.332 -0.066 0.000 0.07
H -4.691673 0.546429 1.407997 0.041 -0.371 -0.701 0.05
H -6.207953 0.615579 2.167257 -0.317 -0.151 -0.016 0.07
H -5.692663 -1.144561 3.667617 0.449 -0.353 0.322 0.11
H -4.381523 0.057969 3.695777 -0.199 0.048 0.129 0.10
H -4.382213 -2.609621 2.397167 0.518 -0.537 -0.083 0.13
H -3.284383 -2.142071 3.733267 -0.174 -0.113 0.098 0.12
C -6.329573 1.673329 -1.468943 0.191 1.040 0.219 -0.08
C -5.517213 2.998389 -1.685313 0.050 -0.611 -0.873 -0.22
C -4.423233 3.373789 -0.663743 -0.119 -1.478 0.493 -0.14
C -3.381283 2.293049 -0.474133 1.472 -1.082 0.269 -0.11
N -2.544933 1.481799 -0.335913 -2.606 2.306 -0.487 0.19
H -7.003553 1.493129 -2.306423 0.316 0.102 -0.324 0.07
H -7.024533 1.719979 -0.630523 0.352 0.031 0.398 0.07
H -5.651263 0.825809 -1.370413 -0.037 -0.034 0.096 0.04
H -6.154583 3.876839 -1.786223 -0.243 -0.125 0.200 0.11
H -5.057623 2.888959 -2.667603 0.200 0.062 -0.081 0.09
H -4.952363 3.499839 0.280837 0.366 0.026 0.331 0.12
H -3.911413 4.311789 -0.878923 -0.048 -0.092 -0.158 0.11
C 2.712207 5.061939 0.075717 -0.943 0.688 0.222 -0.07
C 1.952147 6.433689 0.205777 0.373 -1.249 -0.563 -0.22
C 0.946397 6.514499 1.361817 -0.109 0.385 0.440 -0.17
C -0.177853 5.545279 1.422257 1.538 0.686 -0.443 -0.20
N -1.014783 4.766689 1.427667 -0.637 -0.414 -0.136 0.17
H 1.996577 4.255279 -0.083233 -0.208 -0.111 0.252 0.03
H 3.259117 4.848329 0.994057 0.157 -0.058 -0.137 0.08
H 3.362247 4.992419 -0.796483 0.244 0.414 0.196 0.06
H 1.452997 6.634249 -0.742233 -0.155 0.072 -0.053 0.09
H 2.665457 7.245729 0.346797 -0.002 -0.032 0.075 0.11
H 0.507027 7.511779 1.383807 -0.207 0.054 -0.225 0.12
H 1.497657 6.504559 2.302087 -0.066 -0.489 0.176 0.12
C 4.406297 -2.463061 -4.252813 -0.378 -0.444 0.502 -0.08
C 2.896907 -2.624561 -3.873073 0.876 -0.359 -0.552 -0.21
C 2.209447 -1.445021 -3.165103 0.940 0.865 -0.938 -0.12
C 2.726847 -0.167211 -3.695703 0.519 2.437 -0.773 -0.09
N 3.087077 0.877289 -4.088073 -0.594 -2.131 0.393 0.14
H 4.588347 -2.194761 -5.293473 -0.263 0.333 0.070 0.07
H 4.889577 -3.432001 -4.127613 0.032 0.012 0.076 0.07
H 4.935487 -1.775341 -3.593183 0.012 0.124 -0.014 0.06
H 2.803767 -3.511461 -3.246313 -0.189 0.154 0.149 0.09
H 2.369327 -2.843711 -4.801363 -0.227 0.027 0.076 0.11
H 2.427977 -1.364531 -2.100273 -0.386 -0.285 0.192 0.11
H 1.144987 -1.409551 -3.396993 -0.230 -0.034 0.565 0.12
C -2.861233 -5.867161 -1.186323 -0.759 -0.643 -0.393 -0.12
C -1.717543 -5.936631 -2.171263 -0.254 0.963 0.260 -0.23
C -1.443873 -4.566221 -2.908703 1.136 -0.818 1.152 -0.12
C -1.146693 -3.395141 -2.039033 -0.216 1.146 1.337 -0.13
N -0.949383 -2.470881 -1.354843 -0.586 -1.986 -1.783 0.19
H -2.902753 -6.829631 -0.676383 0.159 0.221 0.572 0.08
H -3.832443 -5.856401 -1.681023 -0.129 0.487 -0.189 0.07
H -2.779813 -5.018761 -0.506843 0.013 -0.205 0.156 0.06
H -1.920043 -6.685811 -2.936663 0.038 0.104 -0.093 0.11
H -0.876973 -6.305171 -1.583293 0.521 0.460 -0.452 0.10
H -2.250813 -4.320361 -3.598983 0.188 0.080 -0.031 0.12
H -0.487613 -4.748451 -3.399083 -0.149 0.238 -0.673 0.11
C -7.324323 -2.911451 -4.211573 1.197 0.524 0.038 -0.09
C -6.244903 -2.002011 -3.568713 -0.367 0.030 0.480 -0.23
C -5.452003 -2.759231 -2.420553 -0.585 1.066 -0.941 -0.14
C -4.448703 -1.941441 -1.733943 1.592 1.566 0.890 -0.14
N -3.667773 -1.269911 -1.183193 -1.697 -1.500 -1.349 0.19
H -6.820263 -3.810751 -4.565533 -0.339 -0.306 0.131 0.07
H -7.713633 -2.420091 -5.103253 -0.203 0.033 0.153 0.07
H -8.128953 -3.121631 -3.506933 0.066 -0.194 -0.150 0.08
H -6.744613 -1.112041 -3.186173 -0.021 -0.057 0.514 0.09
H -5.596343 -1.559851 -4.324993 0.420 -0.524 -0.020 0.10
H -4.962663 -3.618931 -2.878353 -0.045 -0.168 0.311 0.11
H -6.159533 -3.046261 -1.642663 -0.053 -0.425 -0.151 0.12
C -1.249393 5.981829 -3.091683 0.707 -0.693 -0.334 -0.08
C -1.434783 4.455879 -3.087893 -0.318 0.885 0.579 -0.24
C -0.419993 3.757549 -2.177773 -0.161 -0.411 -0.316 -0.14
C 0.894527 3.560049 -2.780103 0.748 0.010 0.413 -0.09
N 1.965997 3.417469 -3.190253 -1.074 0.550 -0.460 0.15
H -1.160333 6.414259 -2.095103 -0.696 -0.033 0.110 0.07
H -2.015733 6.425589 -3.727223 0.121 0.336 0.317 0.08
H -0.262823 6.192709 -3.504363 0.027 0.179 -0.472 0.07
H -1.477953 4.093789 -4.115093 0.219 -0.217 0.173 0.10
H -2.390823 4.215599 -2.622753 -0.161 -0.022 -0.212 0.09
H -0.808273 2.785289 -1.874383 0.268 -0.514 -0.178 0.11
H -0.347053 4.311529 -1.241893 0.434 0.139 0.035 0.11
C -0.989463 -4.579111 1.862337 0.758 0.397 -0.449 -0.09
C 0.307877 -3.832401 2.273647 -0.425 -0.105 -0.111 -0.22
C 1.047787 -3.051741 1.152627 -0.079 -0.759 0.308 -0.17
C 1.378657 -3.904881 -0.005813 0.074 -0.673 -1.125 -0.22
N 1.577217 -4.556391 -0.949893 -0.259 0.957 1.410 0.17
H -1.576263 -4.952041 2.701807 0.180 0.094 0.107 0.07
H -0.798543 -5.414071 1.188187 0.177 -0.108 0.059 0.06
H -1.591953 -3.876111 1.287097 -0.218 0.045 0.061 0.03
H 1.070967 -4.459671 2.734447 -0.278 -0.409 0.031 0.11
H 0.029827 -3.116581 3.047197 0.097 0.239 -0.052 0.08
H 1.979997 -2.734361 1.619907 0.083 0.329 -0.251 0.08
H 0.494067 -2.187551 0.785647 0.010 0.075 -0.029 0.07
C 0.248837 3.816459 4.397727 0.095 0.108 0.252 -0.11
C 0.655347 2.521139 3.720937 -0.242 0.670 -0.629 -0.26
C -0.552313 1.742779 3.212457 0.266 -0.456 0.643 -0.19
C -1.127233 1.041999 4.351197 -1.414 -1.863 1.357 -0.21
N -1.590573 0.429319 5.231147 0.845 1.221 -1.585 0.17
H -0.621993 4.284319 3.938527 0.167 0.016 -0.154 0.05
H 1.094177 4.504339 4.379777 -0.109 0.193 0.187 0.07
H -0.019893 3.616639 5.435017 0.072 0.095 0.088 0.08
H 1.248447 1.953619 4.438057 0.065 -0.332 -0.306 0.11
H 1.225257 2.680099 2.805497 0.440 0.355 0.192 0.09
H -0.186153 1.044059 2.460237 -0.425 -0.331 -0.022 0.10
H -1.333893 2.366379 2.778477 0.238 0.194 -0.161 0.10
C 4.366607 -1.962691 -0.021453 0.532 0.346 0.458 -0.10
C 5.842477 -1.551661 -0.215323 -0.856 -0.035 -0.016 -0.23
C 6.829667 -2.686671 0.019077 0.742 -1.495 -1.000 -0.17
C 6.611747 -3.913031 -0.840663 -0.621 -1.155 -1.063 -0.21
N 6.441317 -4.858371 -1.512113 0.382 2.272 1.560 0.12
H 3.758927 -1.059371 0.031657 -0.199 0.078 -0.233 0.06
H 4.212507 -2.454441 0.939037 0.055 -0.239 -0.080 0.06
H 4.016307 -2.601781 -0.831983 0.019 -0.098 0.058 0.06
H 6.100787 -0.708061 0.424757 0.036 -0.147 0.291 0.09
H 5.892787 -1.119901 -1.214903 0.530 -0.267 -0.199 0.09
H 6.918597 -3.084461 1.029987 -0.628 0.310 0.282 0.12
H 7.866197 -2.427851 -0.197023 -0.001 0.489 -0.191 0.11
C 5.845537 1.036929 4.814667 -0.270 0.493 -0.838 -0.09
C 5.906447 1.141249 3.252677 -0.155 0.101 0.907 -0.22
C 4.542677 0.807789 2.580057 0.343 -0.199 0.898 -0.17
C 3.995017 -0.490581 3.040737 0.485 0.701 -0.828 -0.21
N 3.537517 -1.475961 3.401117 -0.232 -0.451 0.108 0.19
H 5.542787 0.054619 5.177297 -0.054 0.065 -0.070 0.06
H 5.117037 1.786439 5.123907 -0.367 -0.229 0.218 0.07
H 6.743497 1.349689 5.347537 0.322 -0.234 -0.442 0.07
H 6.710317 0.552339 2.810997 -0.120 -0.260 0.073 0.10
H 6.141827 2.175179 3.000297 -0.037 0.041 -0.112 0.10
H 4.639427 0.890189 1.497497 -0.162 -0.383 -0.027 0.10
H 3.768217 1.510769 2.886847 0.116 0.363 0.022 0.10
C 0.420237 -3.262481 7.649917 -0.361 -0.131 -0.067 -0.11
C -0.086443 -2.252581 6.623337 0.758 -0.251 0.045 -0.26
C 1.038847 -1.884211 5.594397 -1.555 -0.492 0.125 -0.22
C 2.135007 -1.196701 6.228167 2.227 1.197 1.229 -0.26
N 3.018247 -0.652911 6.763617 -1.746 -0.964 -1.025 0.15
H 1.073697 -2.750031 8.355947 0.152 -0.433 0.060 0.08
H 0.890657 -4.125601 7.178937 0.534 0.219 -0.118 0.07
H -0.410013 -3.741311 8.169047 -0.127 0.420 0.350 0.07
H -0.400883 -1.350361 7.147957 -0.179 0.012 -0.226 0.09
H -0.948453 -2.700511 6.128967 0.035 0.318 -0.384 0.09
H 0.616367 -1.248821 4.816007 0.080 0.123 -0.028 0.08
H 1.387947 -2.793221 5.104557 0.238 0.033 0.042 0.10
```
Forces are in eV/Å.

The value obtained for the highest occupied orbital energy is -9.76 eV. The calculation puts the total energy at -109015.0078 eV. Its total charge is +1. The spin multiplicity is 1. As for the LUMO energy: -5.0168 eV. For the frontier orbital gap, the calculation gives 4.7 eV.